1.
A gas-phase ion, C8H18N2 (charge +2) at a distorted geometry. Source: the OMol25 dataset; level of theory: ωB97M-V with the def2-TZVPD basis set.

XYZ file:
```
28
Properties=species:S:1:pos:R:3
N 0.452 -1.003 -0.401
N -0.560 0.993 -0.040
C -1.669 1.863 -0.025
C -2.069 -0.940 -0.217
C 0.889 1.406 0.197
C 1.570 0.069 -0.351
C 0.778 -1.950 0.741
C 1.255 1.819 1.686
C 0.463 -1.648 -1.786
C -0.756 -0.291 -0.226
H -2.621 1.413 0.186
H -1.907 -2.056 -0.217
H -2.668 -0.617 0.561
H -1.622 2.685 0.664
H -1.962 2.231 -1.054
H -0.053 -2.555 -1.774
H 1.805 -1.883 0.989
H 2.435 -0.212 0.189
H 0.531 -2.934 0.429
H 1.795 0.149 -1.383
H 0.605 2.689 1.929
H 0.167 -1.455 1.598
H 2.255 2.129 1.715
H 1.494 -1.690 -2.083
H 1.013 2.405 -0.263
H 0.035 -0.991 -2.447
H -2.709 -0.711 -1.073
H 1.051 1.083 2.457
```

## Properties
SMILES   CC1=[N+](C)[C@@H](C)C[N+]1(C)C
DFT total energy   -424.4299 hartree
Total charge   +2
HOMO level   -19.6151 eV
M   142.2 g/mol
Energy above the lowest of the compared OMol25 structures with the same formula, charge and spin   54.1 kcal per mole

=====

2.
C25H29NO3 in the gas phase at a distorted geometry. Source: the OMol25 dataset; level of theory: ωB97M-V with the def2-TZVPD basis set.

XYZ file:
```
58
Properties=species:S:1:pos:R:3
O 1.482 0.187 -4.103
O 1.612 -3.276 -1.173
O -0.025 3.160 0.846
N 2.106 -1.415 -2.503
C 6.536 -0.780 0.075
C 7.657 -0.426 1.027
C -2.063 2.258 -0.306
C -1.091 0.037 0.405
C -4.409 0.472 2.012
C -1.168 1.050 -0.521
C -0.413 1.028 -1.688
C -6.651 -1.449 1.811
C 0.468 -1.074 -0.963
C 3.500 -1.656 -2.863
C -1.412 3.123 0.833
C 1.389 -0.338 -3.016
C -3.306 -0.554 1.608
C 4.468 -1.849 -0.481
C 5.460 -1.556 0.423
C 4.512 -1.367 -1.769
C -0.269 -1.064 0.178
C 0.412 -0.036 -1.873
C 1.455 -2.118 -1.492
C 5.597 -0.579 -2.101
C -6.224 -0.644 0.560
C 6.598 -0.282 -1.215
C -0.711 4.377 0.350
C -1.874 0.055 1.707
C -5.485 0.667 0.907
H 3.761 -1.086 -3.755
H 5.434 -1.939 1.441
H -0.571 5.163 1.084
H -5.565 -1.287 -0.032
H -3.050 1.981 0.069
H -0.456 1.818 -2.430
H -4.854 0.168 2.962
H 5.674 -0.190 -3.115
H -0.203 -1.877 0.894
H -1.944 3.192 1.779
H 3.605 -2.715 -3.140
H -6.171 1.445 1.263
H -2.088 2.900 -1.183
H -5.941 -2.258 2.000
H -1.309 -0.547 2.428
H -1.880 1.069 2.108
H 3.655 -2.491 -0.157
H 8.290 0.370 0.631
H -3.368 -1.353 2.355
H -6.735 -0.815 2.698
H -0.325 4.407 -0.662
H -3.506 -1.019 0.640
H 8.303 -1.310 1.128
H 7.425 0.347 -1.529
H -4.938 1.049 0.037
H -3.982 1.468 2.190
H -7.643 -1.882 1.651
H 7.310 -0.185 2.034
H -7.080 -0.377 -0.066
```

## Properties
SMILES   CCCCCCc1cc2c(cc1C[C@@H]1CO1)C(=O)N(Cc1ccc(C)cc1)C2=O
DFT total energy   -1250.4734 hartree
Total charge   0
HOMO level   -9.0217 eV
M   391.5 g/mol
Energy above the lowest of the compared OMol25 structures with the same formula, charge and spin   10.1 kcal per mole

=====

3.
4 unconnected molecules or ions with the total composition C28H63FN4O10 at a distorted geometry. Source: the OMol25 dataset; level of theory: ωB97M-V with the def2-TZVPD basis set.

XYZ file:
```
106
Properties=species:S:1:pos:R:3
F -5.071 0.912 -1.178
O 6.853 0.012 4.567
O -1.006 -0.991 -10.237
O -2.883 -3.651 4.335
O -2.322 0.649 2.885
O -0.284 3.325 -2.609
O -3.128 1.170 -3.337
O -2.901 -1.030 -2.728
O 1.464 1.879 -1.192
O -0.162 0.031 -5.857
O 2.424 -0.632 5.434
N -0.635 -1.784 3.874
N -3.259 3.201 1.053
N -1.892 -1.926 -7.568
N 4.776 1.226 6.288
C 3.512 0.963 6.967
C -1.130 -2.219 5.173
C -0.054 -2.004 -10.499
C 6.820 0.955 3.513
C -0.275 -0.370 3.814
C -2.053 -1.521 -6.173
C -3.216 0.118 -2.478
C -3.582 3.179 -0.385
C -3.415 -0.243 3.029
C -1.033 2.168 -2.886
C -2.688 -1.154 -8.512
C -1.681 -3.625 5.096
C -1.571 -0.134 -5.774
C 5.889 0.402 6.744
C 0.336 0.448 -7.114
C 0.614 2.644 -0.394
C 7.094 0.581 5.848
C 0.813 -0.365 -0.357
C -2.932 2.003 -1.117
C -2.529 2.274 -2.611
C -1.393 0.653 3.958
C -3.710 0.705 -1.146
C 1.903 0.695 -0.561
C 2.867 -0.403 6.760
C -2.787 -4.384 3.129
C 3.387 -1.187 4.554
C -0.166 3.661 -1.252
C -2.307 -1.482 -9.939
H 4.648 1.076 5.296
H -3.441 0.034 -0.336
H 0.871 -1.512 -10.795
H -3.225 4.114 -0.805
H 2.657 0.283 -1.225
H 0.142 -2.616 -9.612
H -0.632 1.295 -2.366
H -3.009 -0.986 -10.616
H -3.694 -0.377 4.076
H -2.084 0.664 -6.327
H -1.510 -2.245 -5.561
H 1.025 -1.273 -0.905
H 5.972 1.642 3.609
H -3.779 -4.405 2.681
H -1.130 3.869 -0.786
H -4.661 3.125 -0.468
H 5.639 -0.669 6.752
H 6.154 0.694 7.764
H -2.941 3.230 -2.916
H -2.093 -3.916 2.423
H 2.848 -1.782 3.816
H -0.082 2.028 0.185
H 2.800 1.719 6.628
H 3.508 -1.226 7.095
H 4.091 -1.835 5.080
H -1.825 0.006 -4.729
H 3.939 -0.411 4.017
H -1.992 1.789 -0.609
H -2.466 -5.413 3.317
H -0.306 -2.193 5.891
H 1.178 3.224 0.343
H 7.360 1.638 5.765
H -1.343 -1.971 3.176
H -2.371 -2.559 -10.117
H -1.918 0.574 4.917
H -0.910 1.983 -3.947
H 1.970 -0.436 7.385
H -0.937 -4.309 4.678
H -0.379 1.084 -7.642
H 6.716 0.400 2.583
H 0.199 -0.203 2.842
H -3.745 -1.391 -8.362
H 2.421 0.915 0.375
H -2.561 -0.070 -8.376
H -3.203 -1.219 2.584
H -2.250 3.248 1.135
H -0.927 1.643 3.943
H -4.267 0.185 2.496
H -0.383 -2.654 -11.316
H 0.705 -0.588 0.701
H -0.160 0.002 -0.675
H -3.109 -1.614 -5.903
H -1.923 -3.966 6.107
H 7.746 1.536 3.473
H 1.246 1.022 -6.935
H 3.654 1.122 8.041
H 7.944 0.052 6.289
H -1.932 -1.570 5.552
H -0.916 -1.838 -7.819
H 0.487 -0.177 4.572
H 0.384 4.597 -1.238
H -3.481 2.286 1.429
H 0.598 -0.403 -7.749
```

## Properties
SMILES   CCOCCOC[C@H]1OC(=O)[C@H](F)[C@@H]1CN.COCCNCCOC.COCCNCCOC.COCCNCCOC
DFT total energy   -2175.7414 hartree
Total charge   0
HOMO level   -8.3465 eV
M   634.8 g/mol

=====

4.
2 unconnected molecules or ions with the total composition C9H10NOS2 at a distorted geometry. Source: the OMol25 dataset; level of theory: ωB97M-V with the def2-TZVPD basis set.

XYZ file:
```
23
Properties=species:S:1:pos:R:3
S -1.783 -2.133 -0.401
S -4.550 -0.086 0.143
O -2.260 1.071 0.203
N -2.921 0.043 0.171
C 1.879 -0.821 -1.107
C 0.625 -1.394 -1.258
C -0.249 -1.492 -0.175
C 2.292 -0.308 0.119
C 0.184 -1.055 1.106
C 4.462 0.658 -0.695
C 1.452 -0.518 1.279
C 3.565 0.395 0.342
C -4.969 1.677 0.177
H -0.486 -1.001 1.907
H -5.790 1.648 0.917
H -5.532 2.055 -0.703
H 0.318 -1.879 -2.228
H -4.163 2.241 0.617
H 1.835 -0.214 2.242
H 4.100 0.460 -1.656
H 5.400 1.156 -0.444
H 3.852 0.323 1.353
H 2.737 -0.824 -1.910
```

## Properties
DFT total energy   -1274.8731 hartree
Total charge   +1
HOMO level (alpha / beta)   -12.3191 / -12.3683 eV
M   212.3 g/mol
Energy above the lowest of the compared OMol25 structures with the same formula, charge and spin   88.1 kcal per mole

=====

5.
2 unconnected molecules or ions with the total composition C17H35O5S at a distorted geometry. Source: the OMol25 dataset; level of theory: ωB97M-V with the def2-TZVPD basis set.

XYZ file:
```
58
Properties=species:S:1:pos:R:3
S -6.182 -3.339 -0.109
O -7.193 -4.388 -0.231
O 3.501 1.806 -0.659
O -5.898 -2.692 -1.385
O -5.038 -3.762 0.648
O 4.562 3.212 -1.973
C -4.964 0.400 0.297
C -2.697 -0.182 -0.808
C 5.846 1.888 -0.327
C 0.361 0.465 1.485
C -4.134 0.305 -0.992
C -1.873 0.606 0.224
C -4.812 -0.803 1.250
C 1.645 0.135 0.729
C -0.876 -0.310 0.957
C 6.644 3.212 -3.242
C 4.202 -2.770 0.576
C 2.330 -1.142 1.250
C -7.022 -2.071 0.865
C 5.716 3.977 -2.320
C -6.135 -1.280 1.838
C 3.682 -1.336 0.546
C 4.545 2.306 -0.974
H -1.269 1.350 -0.303
H 3.549 -1.030 -0.494
H 5.004 -2.861 -0.165
H 0.196 1.543 1.392
H -4.182 -0.481 2.090
H -0.500 -1.085 0.289
H -7.767 -2.608 1.453
H -6.701 -0.377 2.115
H 3.443 -3.499 0.295
H 6.225 4.336 -1.423
H -1.377 -0.746 1.822
H -2.200 -0.082 -1.778
H -2.489 1.092 0.980
H -7.578 -1.424 0.188
H -4.183 1.280 -1.492
H 6.183 0.961 -0.791
H 1.483 -0.021 -0.341
H -4.649 -0.402 -1.649
H -4.273 -1.615 0.771
H 4.389 -0.633 0.990
H 7.030 2.310 -2.768
H -2.701 -1.248 -0.581
H 6.109 2.903 -4.139
H -6.004 -1.825 2.773
H 0.506 0.262 2.550
H 2.493 -1.034 2.328
H 5.657 1.707 0.729
H 5.333 4.856 -2.835
H 6.637 2.631 -0.391
H -4.774 1.330 0.842
H -6.015 0.451 -0.008
H 2.381 0.936 0.812
H 7.490 3.836 -3.535
H 4.659 -3.041 1.528
H 1.681 -2.010 1.099
```

## Properties
DFT total energy   -1443.1947 hartree
Total charge   -1
HOMO level   -4.7415 eV
M   351.5 g/mol
Energy above the lowest of the compared OMol25 structures with the same formula, charge and spin   0.0 kcal per mole

=====

6.
A molecular structure, C55H38ClF4N16O3RbSSe. Source: the OMol25 dataset; level of theory: ωB97M-V with the def2-TZVPD basis set.

XYZ file:
```
120
Properties=species:S:1:pos:R:3
Rb 0.056 -0.594 -0.546
Se -1.493 2.761 -1.401
Cl 0.971 -8.675 -0.617
S 1.948 0.495 -3.186
F -0.427 4.644 5.532
F -0.455 3.743 7.985
F -2.137 0.534 3.974
F -2.120 -0.407 6.421
O 2.300 1.197 -4.395
O 1.245 -2.831 -0.277
O 1.219 -0.741 -3.280
N -0.639 1.701 1.214
N 0.998 1.446 -2.280
N -2.916 -0.790 -0.990
N -1.251 -2.833 -1.785
N -0.625 2.434 10.815
N 1.771 -1.749 4.295
N 2.623 2.864 -1.317
N 7.055 -0.584 -0.310
N 3.406 -0.184 3.592
N 3.079 0.924 1.617
N 1.506 -0.638 2.234
N 0.302 3.222 -1.007
N -1.377 5.570 2.453
N 3.622 -1.310 5.587
N -1.890 -1.303 9.420
N -0.932 -1.865 1.930
C -4.859 0.280 -2.664
C -0.891 2.907 7.020
C -1.543 2.942 -4.306
C 4.613 0.817 -2.694
C -2.591 -3.426 2.654
C 1.035 -6.925 -0.533
C -1.624 -0.233 9.058
C 2.180 -4.940 0.165
C -0.885 3.388 5.727
C -3.083 -1.302 -2.230
C -0.194 -2.190 2.990
C -1.703 1.354 4.959
C 2.841 3.791 -0.415
C -1.278 1.094 8.717
C -3.659 0.213 -0.602
C -0.913 1.868 9.844
C -2.399 -2.883 -3.922
C -4.202 -1.355 -4.412
C -0.607 -3.123 3.936
C 0.061 -4.762 -1.036
C 5.864 -0.368 -1.011
C 2.652 -0.002 2.504
C 1.107 -1.487 3.170
C -2.101 -2.469 1.776
C -1.651 5.021 -5.564
C 3.500 -0.796 -1.297
C 5.809 0.565 -2.051
C -4.062 -0.795 -3.122
C 3.460 0.142 -2.321
C -1.620 5.086 -3.139
C 1.344 2.487 -1.576
C -3.376 -2.374 -4.794
C -1.018 -4.094 -1.705
C -1.589 3.637 -5.511
C -1.631 5.937 -1.897
C -1.544 3.680 -3.107
C -0.942 2.301 2.165
C -1.290 1.607 7.363
C -1.307 4.486 2.872
C -1.827 -3.753 3.761
C 4.699 -1.039 -0.645
C -2.241 -2.389 -2.640
C -1.293 2.641 4.626
C -1.694 0.861 6.248
C -1.669 5.728 -4.372
C -1.545 1.441 -4.372
C 1.159 -4.077 -0.384
C -1.702 5.729 -6.893
C 2.904 -1.067 4.450
C 0.039 -6.171 -1.083
C 2.124 -6.303 0.100
C -4.661 0.788 -1.412
C -1.244 3.130 3.243
C 1.831 4.430 0.310
C 0.548 4.116 -0.032
H -0.306 4.562 0.458
H -2.069 6.913 -2.108
H -2.176 -4.478 4.485
H -1.723 -3.654 -4.269
H 3.886 4.035 -0.241
H 7.084 -1.455 0.196
H -1.174 0.982 -3.459
H -1.767 6.809 -6.764
H -0.793 -6.666 -1.575
H -5.247 1.617 -1.034
H 4.721 -1.761 0.164
H 2.640 -1.370 -0.967
H 2.028 5.136 1.102
H 7.893 -0.429 -0.848
H 4.275 -0.589 5.841
H -0.809 5.508 -7.482
H -2.567 5.401 -7.474
H 0.022 -3.327 4.789
H 6.708 1.097 -2.343
H -2.187 5.471 -1.087
H -0.915 1.098 -5.194
H -1.575 3.069 -6.436
H -3.553 -3.889 2.474
H 3.095 -1.729 6.335
H -4.952 -0.954 -5.085
H -5.616 0.692 -3.323
H 4.552 1.543 -3.495
H 3.009 -4.448 0.662
H 4.024 1.250 1.695
H -1.728 6.812 -4.396
H 2.908 -6.911 0.534
H -0.614 6.108 -1.535
H 2.622 0.969 0.723
H -3.454 0.614 0.388
H -1.719 -4.786 -2.198
H -3.461 -2.796 -5.788
H -2.555 1.082 -4.553
H -2.665 -2.176 0.898
```

## Properties
DFT total energy   -6904.0987 hartree
Total charge   -2
HOMO level   -1.6715 eV
M   1279.0 g/mol
Energy above the lowest of the compared OMol25 structures with the same formula, charge and spin   16.1 kcal per mole